Entry 1:
A molecular structure, C38H63IrN3O2PSSbSi. Source: OMol25; level of theory: the ωB97M-V functional and the def2-TZVPD basis.

Cartesian coordinates (Å):
Ir 0.256 -0.375 -0.212
C -2.934 1.645 -7.514
O -4.082 1.156 -6.844
C -4.391 1.689 -5.637
C -3.611 2.633 -4.971
C -4.007 3.101 -3.724
C -5.193 2.662 -3.156
C -5.998 1.767 -3.857
C -5.588 1.256 -5.069
N -5.766 3.211 -1.954
N -5.113 3.452 -0.935
C -3.772 2.956 -0.763
C -2.801 3.843 -0.375
C -1.474 3.444 -0.169
C -1.112 2.116 -0.298
O 0.126 1.696 -0.162
C -2.141 1.172 -0.585
N -1.774 -0.155 -0.594
C -2.698 -1.072 -0.779
C -4.052 -0.755 -0.960
C -4.440 0.552 -0.976
C -3.474 1.574 -0.813
H -2.876 1.101 -8.451
H -2.025 1.459 -6.935
H -3.021 2.715 -7.719
H -2.706 3.021 -5.416
H -3.398 3.844 -3.225
H -6.954 1.485 -3.435
H -6.199 0.551 -5.618
H -3.076 4.883 -0.255
H -0.717 4.166 0.107
H -2.382 -2.103 -0.785
H -4.767 -1.557 -1.076
H -5.483 0.808 -1.091
C 0.953 -3.937 -2.343
C -0.227 -3.714 -1.406
P 0.152 -2.676 0.060
C 1.643 -3.456 0.760
C 1.523 -4.934 1.119
C -1.155 -3.121 1.287
C -1.940 -4.412 1.071
H 0.636 -4.482 -3.233
H 1.741 -4.520 -1.866
H 1.389 -2.996 -2.669
H -0.598 -4.675 -1.051
H -1.053 -3.244 -1.945
H 1.873 -2.867 1.652
H 2.457 -3.295 0.050
H 0.793 -5.095 1.911
H 2.482 -5.309 1.478
H 1.234 -5.544 0.262
H -1.834 -2.274 1.361
H -0.638 -3.128 2.249
H -2.568 -4.364 0.179
H -2.602 -4.575 1.922
H -1.303 -5.291 0.980
C 2.535 1.048 1.821
S 2.498 0.247 0.212
C 3.806 -0.956 0.478
H 3.509 1.522 1.927
H 2.347 0.328 2.613
H 1.743 1.792 1.812
H 3.597 -1.607 1.321
H 4.713 -0.385 0.673
H 3.944 -1.535 -0.431
C -2.224 -1.520 4.979
Si -0.997 -0.144 4.674
C 0.520 -0.380 5.740
C -1.774 1.521 4.987
C -0.484 -0.233 2.910
C -0.176 -0.323 1.737
H -2.569 -1.515 6.015
H -1.777 -2.498 4.782
H -3.098 -1.412 4.334
H 0.256 -0.367 6.800
H 1.248 0.416 5.569
H 1.005 -1.335 5.529
H -2.087 1.618 6.029
H -2.653 1.666 4.355
H -1.071 2.327 4.770
C 3.426 -1.540 -3.362
C 2.863 -0.125 -3.442
C 3.194 0.509 -4.791
Sb 0.775 -0.015 -2.865
C 0.282 2.024 -3.387
C 1.311 2.975 -2.772
C 0.111 2.306 -4.877
C -0.386 -1.200 -4.252
C 0.192 -1.293 -5.660
C -1.832 -0.704 -4.253
H 4.512 -1.513 -3.488
H 3.027 -2.178 -4.154
H 3.213 -2.027 -2.410
H 3.328 0.479 -2.656
H 2.651 0.042 -5.613
H 4.261 0.384 -4.995
H 2.986 1.576 -4.808
H -0.680 2.176 -2.890
H 2.284 2.872 -3.257
H 1.434 2.812 -1.703
H 0.987 4.009 -2.923
H 1.058 2.254 -5.414
H -0.273 3.323 -5.005
H -0.585 1.629 -5.368
H -0.373 -2.198 -3.810
H 0.265 -0.315 -6.138
H -0.460 -1.912 -6.284
H 1.184 -1.746 -5.670
H -1.926 0.305 -4.653
H -2.271 -0.689 -3.254
H -2.451 -1.357 -4.876

Output
* largest force on an atom: 0.50 eV Å⁻¹
* E: -86367.5249 eV
* charge: +1
* highest occupied orbital energy: -9.70 eV
* frontier orbital gap: 0.257 hartree

Mulliken population analysis, charges in e, atoms 1 to 99: atom 1 (Ir): 2.099, atom 2 (C): -0.593, atom 3 (O): -0.458, atom 4 (C): 0.797, atom 5 (C): 0.158, atom 6 (C): -0.561, atom 7 (C): -0.376, atom 8 (C): -0.269, atom 9 (C): -0.880, atom 10 (N): -0.353, atom 11 (N): -0.607, atom 12 (C): 0.023, atom 13 (C): -0.456, atom 14 (C): -0.366, atom 15 (C): 0.014, atom 16 (O): -0.437, atom 17 (C): -0.726, atom 18 (N): 0.871, atom 19 (C): 0.123, atom 20 (C): -1.641, atom 21 (C): -0.868, atom 22 (C): 1.052, atom 23 (H): 0.287, atom 24 (H): 0.119, atom 25 (H): 0.357, atom 26 (H): 0.475, atom 27 (H): 0.484, atom 28 (H): 0.483, atom 29 (H): 0.488, atom 30 (H): 0.474, atom 31 (H): 0.623, atom 32 (H): -0.064, atom 33 (H): 0.594, atom 34 (H): 0.663, atom 35 (C): -1.730, atom 36 (C): -0.836, atom 37 (P): 0.074, atom 38 (C): -0.044, atom 39 (C): -1.527, atom 40 (C): -0.539, atom 41 (C): -1.692, atom 42 (H): 0.424, atom 43 (H): 0.355, atom 44 (H): 0.253, atom 45 (H): 0.836, atom 46 (H): 0.400, atom 47 (H): 0.434, atom 48 (H): 0.367, atom 49 (H): 0.309, atom 50 (H): 0.463, atom 51 (H): 0.296, atom 52 (H): 0.429, atom 53 (H): 0.661, atom 54 (H): 0.341, atom 55 (H): 0.422, atom 56 (H): 0.356, atom 57 (C): -1.263, atom 58 (S): 0.599, atom 59 (C): -1.078, atom 60 (H): 0.622, atom 61 (H): 0.305, atom 62 (H): 0.242, atom 63 (H): 0.324, atom 64 (H): 0.510, atom 65 (H): 0.212, atom 66 (C): -0.936, atom 67 (Si): -0.316, atom 68 (C): -0.990, atom 69 (C): -0.959, atom 70 (C): -1.059, atom 71 (C): 0.871, atom 72 (H): 0.383, atom 73 (H): 0.275, atom 74 (H): 0.287, atom 75 (H): 0.351, atom 76 (H): 0.312, atom 77 (H): 0.295, atom 78 (H): 0.344, atom 79 (H): 0.306, atom 80 (H): 0.306, atom 81 (C): -1.235, atom 82 (C): 0.662, atom 83 (C): -1.465, atom 84 (Sb): -0.897, atom 85 (C): 1.557, atom 86 (C): -1.480, atom 87 (C): -0.673, atom 88 (C): 0.952, atom 89 (C): -1.709, atom 90 (C): -0.376, atom 91 (H): 0.450, atom 92 (H): 0.282, atom 93 (H): 0.037, atom 94 (H): 0.507, atom 95 (H): 0.212, atom 96 (H): 0.520, atom 97 (H): 0.279, atom 98 (H): -0.815, atom 99 (H): 0.286

Entry 2:
A molecular structure, C38H65HgO4Si2. Source: OMol25; level of theory: the ωB97M-V functional and the def2-TZVPD basis.

Cartesian coordinates (Å):
Hg -0.751 -0.242 -0.550
C -4.302 -0.749 -0.307
C -4.211 0.759 -0.049
C -5.471 1.411 -0.628
C -4.258 0.910 1.476
Si -2.490 1.460 -0.741
C -2.655 1.691 -2.694
C -3.518 2.871 -3.153
C -1.260 1.859 -3.315
C -3.224 0.408 -3.310
C -2.133 3.192 0.098
C -3.326 4.144 0.202
C -1.023 3.917 -0.665
C -1.571 2.945 1.506
H -5.228 -1.132 0.143
H -3.464 -1.296 0.127
H -4.321 -1.009 -1.365
H -6.362 1.000 -0.131
H -5.581 1.213 -1.695
H -5.489 2.493 -0.489
H -5.139 0.379 1.860
H -4.333 1.946 1.803
H -3.379 0.469 1.949
H -3.056 3.831 -2.911
H -4.515 2.868 -2.712
H -3.642 2.839 -4.244
H -0.752 2.767 -2.998
H -1.355 1.896 -4.408
H -0.608 1.020 -3.063
H -4.272 0.244 -3.057
H -2.661 -0.476 -3.002
H -3.160 0.477 -4.404
H -3.774 4.357 -0.770
H -3.002 5.102 0.632
H -4.115 3.755 0.846
H -1.340 4.248 -1.655
H -0.141 3.288 -0.784
H -0.722 4.810 -0.102
H -2.282 2.460 2.173
H -1.290 3.903 1.961
H -0.680 2.317 1.466
C -0.257 -6.372 3.185
C -0.956 -5.339 3.801
C -1.206 -4.162 3.123
C -0.778 -3.963 1.795
C -0.033 -5.006 1.205
C 0.211 -6.183 1.887
C -1.110 -2.718 1.126
C -0.988 -2.361 -0.191
C -0.712 -3.243 -1.291
C -1.563 -4.342 -1.557
C -1.382 -5.147 -2.660
C -0.345 -4.900 -3.564
C 0.487 -3.810 -3.335
C 0.310 -2.990 -2.234
H -0.073 -7.304 3.708
H -1.305 -5.452 4.823
H -1.746 -3.359 3.613
H 0.364 -4.872 0.210
H 0.782 -6.966 1.399
H -1.506 -1.980 1.827
H -2.370 -4.546 -0.863
H -2.051 -5.987 -2.816
H -0.201 -5.538 -4.429
H 1.286 -3.581 -4.034
H 0.953 -2.131 -2.075
C 1.192 1.073 3.517
C 2.616 0.521 3.418
C 2.565 -0.983 3.169
C 3.392 0.810 4.703
O 3.291 1.222 2.383
Si 3.163 0.820 0.771
O 1.718 0.460 0.300
O 3.854 2.139 0.003
C 3.100 3.262 -0.428
C 2.118 3.723 0.649
C 4.119 4.367 -0.702
C 2.345 2.905 -1.711
O 4.291 -0.387 0.557
C 4.234 -1.330 -0.507
C 3.189 -2.397 -0.178
C 5.630 -1.951 -0.583
C 3.891 -0.659 -1.835
H 0.615 0.554 4.286
H 0.698 0.944 2.553
H 1.221 2.139 3.755
H 2.157 -1.494 4.044
H 3.564 -1.369 2.964
H 1.932 -1.210 2.312
H 2.877 0.392 5.571
H 3.494 1.888 4.836
H 4.392 0.378 4.646
H 2.638 3.841 1.601
H 1.332 2.982 0.781
H 1.666 4.677 0.366
H 4.583 4.700 0.228
H 3.643 5.224 -1.184
H 4.905 3.985 -1.355
H 1.673 2.069 -1.510
H 3.052 2.609 -2.489
H 1.764 3.758 -2.072
H 3.478 -2.943 0.723
H 3.078 -3.111 -0.998
H 2.226 -1.915 -0.003
H 5.902 -2.364 0.389
H 6.368 -1.192 -0.851
H 5.658 -2.751 -1.327
H 2.863 -0.298 -1.820
H 4.006 -1.371 -2.657
H 4.551 0.194 -2.006

Output
* 2S+1: 2
* ⟨S²⟩: 0.771
* largest force on an atom: 1.45 eV Å⁻¹
* E: -68586.7043 eV
* energy relative to the best compared isomer or geometry (same formula, charge and spin): 71.93 kJ/mol
* charge: -2
* highest occupied orbital energy (alpha / beta): 1.37 / -1.26 eV
* frontier orbital gap (alpha / beta): 0.107 / 0.203 hartree

Mulliken population analysis, charges in e, atoms 1 to 99: atom 1 (Hg): 2.211, atom 2 (C): -2.007, atom 3 (C): 3.092, atom 4 (C): -2.040, atom 5 (C): -2.228, atom 6 (Si): -1.990, atom 7 (C): 2.671, atom 8 (C): -1.888, atom 9 (C): -1.797, atom 10 (C): -2.096, atom 11 (C): 3.218, atom 12 (C): -1.953, atom 13 (C): -2.236, atom 14 (C): -1.538, atom 15 (H): 0.544, atom 16 (H): 0.336, atom 17 (H): 0.264, atom 18 (H): 0.562, atom 19 (H): 0.303, atom 20 (H): 0.299, atom 21 (H): 0.579, atom 22 (H): 0.363, atom 23 (H): 0.292, atom 24 (H): 0.323, atom 25 (H): 0.248, atom 26 (H): 0.520, atom 27 (H): 0.286, atom 28 (H): 0.597, atom 29 (H): 0.109, atom 30 (H): 0.337, atom 31 (H): 0.224, atom 32 (H): 0.628, atom 33 (H): 0.282, atom 34 (H): 0.538, atom 35 (H): 0.300, atom 36 (H): 0.302, atom 37 (H): 0.200, atom 38 (H): 0.657, atom 39 (H): 0.305, atom 40 (H): 0.550, atom 41 (H): -0.169, atom 42 (C): -0.492, atom 43 (C): -0.485, atom 44 (C): -0.740, atom 45 (C): 0.847, atom 46 (C): -0.119, atom 47 (C): -0.813, atom 48 (C): 0.065, atom 49 (C): -0.307, atom 50 (C): -0.228, atom 51 (C): -0.125, atom 52 (C): -0.693, atom 53 (C): -0.448, atom 54 (C): -0.864, atom 55 (C): -0.014, atom 56 (H): 0.340, atom 57 (H): 0.338, atom 58 (H): 0.294, atom 59 (H): 0.458, atom 60 (H): 0.372, atom 61 (H): -0.172, atom 62 (H): 0.378, atom 63 (H): 0.324, atom 64 (H): 0.347, atom 65 (H): 0.340, atom 66 (H): 0.115, atom 67 (C): -1.169, atom 68 (C): 2.175, atom 69 (C): -1.282, atom 70 (C): -2.129, atom 71 (O): -0.827, atom 72 (Si): -2.293, atom 73 (O): 2.019, atom 74 (O): -0.813, atom 75 (C): 2.239, atom 76 (C): -1.162, atom 77 (C): -2.085, atom 78 (C): -1.560, atom 79 (O): -0.550, atom 80 (C): 2.187, atom 81 (C): -1.311, atom 82 (C): -2.082, atom 83 (C): -1.224, atom 84 (H): 0.523, atom 85 (H): -0.288, atom 86 (H): 0.353, atom 87 (H): 0.585, atom 88 (H): 0.252, atom 89 (H): -0.090, atom 90 (H): 0.381, atom 91 (H): 0.388, atom 92 (H): 0.431, atom 93 (H): 0.404, atom 94 (H): -0.168, atom 95 (H): 0.464, atom 96 (H): 0.431, atom 97 (H): 0.364, atom 98 (H): 0.411, atom 99 (H): -0.044

Question: The highest largest force on an atom belongs to which entry?
Answer: C38H65HgO4Si2